[1]
This record from OMol25 describes C39H29BrF4N12O3SiSr as an isolated structure at a distorted geometry. The level of theory is wB97M-V/def2-TZVPD.

Summary:
DFT total energy   -154555.175 eV
ΔE to the lowest compared entry with this formula, charge and spin   176.6 kcal per mole
Total charge   -2
Kohn-Sham gap   4.35 eV
M   985.34 u

Last column: Löwdin charge in e.
Atoms and positions in Å:
Sr1 -0.6821 -0.2760 -1.3615  1.40
Br1 -1.7739 -4.0636 5.4021  0.67
C1 -1.7138 -3.1328 3.7250  -0.68
C2 -2.8020 -3.2305 2.8733  -0.10
C3 -2.7314 -2.5608 1.6733  -0.01
C4 -1.6218 -1.7981 1.3113  -0.31
O1 -1.5855 -1.2131 0.1584  -0.43
C5 -0.5296 -1.6579 2.2124  -0.11
C6 0.6021 -0.7904 2.0242  -0.08
N1 0.7619 0.1876 1.1796  0.11
C7 1.7573 1.1069 1.4964  -0.22
C8 2.0751 1.4055 2.8343  -0.07
C9 3.0667 2.3037 3.1830  -0.12
C10 3.7832 2.9547 2.1927  -0.06
C11 3.4758 2.7502 0.8567  -0.16
C12 4.0837 3.5870 -0.1671  -0.04
C13 3.8329 3.4323 -1.4648  0.00
C14 2.9765 2.2980 -1.9108  -0.17
N2 2.2108 1.6506 -0.8355  -0.06
C15 2.4525 1.8347 0.4855  -0.12
C16 -0.6102 -2.3725 3.4189  -0.08
H1 -3.6727 -3.8128 3.1375  0.10
H2 -3.5680 -2.5974 0.9922  0.09
H3 1.3644 -0.9386 2.8023  0.12
H4 1.4880 0.9650 3.6279  0.10
H5 3.2643 2.5149 4.2229  0.09
H6 4.5323 3.6839 2.4583  0.10
H7 4.7193 4.3871 0.1827  0.10
H8 4.2277 4.0822 -2.2318  0.10
H9 3.5527 1.5304 -2.4542  0.15
H10 0.2048 -2.2996 4.1242  0.11
N3 -2.3551 0.8646 1.7193  0.07
N4 -2.1475 1.7270 2.7994  0.00
C17 -1.2248 2.7075 2.7484  -0.41
N5 -0.9555 3.3686 3.8890  0.18
N6 -0.6960 2.9586 1.5718  0.17
N7 0.2111 3.9108 1.3682  -0.42
O2 0.5598 4.6489 2.3017  -0.01
O3 0.6606 4.0163 0.2624  0.10
H11 -1.5256 0.9437 1.1225  0.05
H12 -3.1367 1.2005 1.1510  0.08
H13 -2.4245 1.3476 3.6949  0.14
H14 -1.3573 3.1020 4.7685  0.10
H15 -0.2515 4.0992 3.7890  0.08
C18 -2.0979 -1.3502 -2.7800  -0.28
Si1 -2.8180 -1.4702 -1.0577  0.13
C19 -4.6162 -1.4685 -0.8570  -0.14
C20 -2.4052 -3.3491 -1.1203  -0.24
C21 -1.0694 -3.7267 -1.2102  -0.10
C22 -0.6814 -4.9852 -1.6233  -0.07
C23 -1.6448 -5.9209 -1.9562  -0.10
C24 -2.9818 -5.5772 -1.8737  -0.10
C25 -3.3426 -4.3007 -1.4840  -0.10
H16 -3.0322 -1.3912 -3.3684  0.10
H17 -1.4902 -2.1784 -3.1334  0.07
H18 -1.6803 -0.4015 -3.0385  -0.01
H19 -5.0749 -2.4362 -0.7056  0.02
H20 -4.9818 -1.0502 -1.7962  0.07
H21 -4.9189 -0.8067 -0.0474  0.05
H22 -0.2881 -3.0178 -0.9703  0.09
H23 0.3706 -5.2195 -1.7058  0.11
H24 -1.3606 -6.9118 -2.2878  0.09
H25 -3.7496 -6.3003 -2.1321  0.10
H26 -4.4005 -4.0478 -1.4696  0.09
N8 2.9124 -1.4097 -2.2196  -0.14
C26 1.8981 -0.9597 -1.9137  -0.42
C27 -2.8671 0.4429 -1.2520  -0.29
H27 -3.3253 0.5761 -2.2468  0.08
H28 -2.0367 1.1170 -1.2035  -0.02
H29 -3.6183 0.8428 -0.5589  0.05
F1 -1.0362 3.6348 -2.0191  0.07
C28 -1.2082 3.5938 -3.3564  -0.16
C29 -2.4554 3.9127 -3.8475  -0.15
F2 -3.4263 4.2017 -2.9426  0.06
C30 -2.7628 3.9846 -5.2267  -0.08
C31 -1.6695 3.6537 -6.0602  -0.15
C32 -0.4256 3.3295 -5.5667  -0.16
F3 0.5383 3.0129 -6.4617  0.08
C33 -0.1245 3.2998 -4.1975  -0.06
C34 1.2464 3.1157 -3.7138  -0.16
C35 1.6055 2.4792 -2.5514  -0.19
N9 0.9771 1.8094 -1.5387  0.02
C36 2.2727 3.7115 -4.4659  -0.26
N10 3.1150 4.2341 -5.0547  0.12
F4 -1.8397 3.6543 -7.4073  0.07
C37 -4.0386 4.3482 -5.7227  -0.24
C38 -5.1519 4.6224 -4.9293  -0.29
N11 -6.1349 4.8597 -4.3690  0.09
C39 -4.3355 4.5016 -7.0756  -0.29
N12 -4.6833 4.6696 -8.1657  0.09

[2]
This record from OMol25 describes an isolated ion of composition C6H9N2 and charge +1 at a distorted geometry. The level of theory is wB97M-V/def2-TZVPD.

Summary:
DFT total energy   -9340.165 eV
ΔE to the lowest compared entry with this formula, charge and spin   48.1 kcal per mole
Total charge   +1
Kohn-Sham gap   8.52 eV
SMILES   N[C@H]1C=CC=CC1=[NH2+]
M   109.15 u

Last column: natural (NBO) charge in e.
Atoms and positions in Å:
N1 -1.1187 1.9808 0.4281  -0.84
C1 -0.1754 0.8291 -0.0101  -0.17
C2 1.2222 0.8072 0.4042  -0.07
C3 1.9489 -0.2963 0.1916  -0.26
C4 1.4063 -1.4625 -0.4172  -0.03
C5 0.0081 -1.6086 -0.6753  -0.33
C6 -0.8012 -0.5927 -0.0782  0.41
N2 -2.0370 -0.7960 0.2053  -0.66
H1 -0.7181 2.5462 1.1667  0.39
H2 -1.3019 2.6597 -0.3438  0.40
H3 0.0300 0.9315 -1.0250  0.28
H4 1.7693 1.6906 0.5579  0.24
H5 2.9794 -0.2502 0.3920  0.24
H6 2.1893 -2.1793 -0.6324  0.25
H7 -0.5197 -2.4598 -1.1195  0.26
H8 -2.4174 -1.7358 0.1805  0.43
H9 -2.4642 -0.0639 0.7752  0.45

[3]
This record from OMol25 describes a 2-piece molecular cluster, C19H27Cl2F3O4 overall at a distorted geometry. The level of theory is wB97M-V/def2-TZVPD.

Summary:
DFT total energy   -61527.182 eV
Total charge   0
Kohn-Sham gap   10.24 eV
SMILES   COCCCCCCCOC(=O)CCOCC(F)(F)F.Clc1ccccc1Cl
M   447.32 u

Last column: natural (NBO) charge in e.
Atoms and positions in Å:
C1 -1.0977 -4.6527 4.2464  -0.25
O1 -2.4321 -5.1107 4.2216  -0.53
C2 -3.3321 -4.0616 3.9358  -0.06
C3 -3.5113 -3.8068 2.4109  -0.43
C4 -3.5634 -2.2839 2.1807  -0.40
C5 -3.6698 -1.8774 0.7039  -0.39
C6 -2.6799 -2.5898 -0.2139  -0.40
C7 -1.2079 -2.3994 0.1705  -0.43
C8 -0.3223 -2.8317 -1.0190  -0.06
O2 0.3437 -1.6595 -1.5788  -0.55
C9 1.5641 -1.9629 -2.0620  0.81
O3 1.7356 -2.8026 -2.8457  -0.56
C10 2.7327 -1.1429 -1.5573  -0.53
C11 2.4513 0.3789 -1.6708  -0.05
O4 2.4642 0.9716 -0.3848  -0.53
C12 1.5146 1.9942 -0.1801  -0.15
C13 0.8212 1.6721 1.1506  0.95
F1 0.6329 0.3836 1.3172  -0.32
F2 1.4714 2.1329 2.1937  -0.32
F3 -0.3958 2.2170 1.1694  -0.34
H1 -0.8979 -3.9572 5.0707  0.17
H2 -0.8467 -4.1943 3.2799  0.16
H3 -0.4518 -5.5196 4.3865  0.19
H4 -4.3091 -4.3545 4.3242  0.19
H5 -3.0106 -3.1198 4.3945  0.16
H6 -2.7053 -4.2757 1.8433  0.20
H7 -4.4289 -4.2893 2.0658  0.20
H8 -4.4081 -1.9164 2.7696  0.20
H9 -2.6524 -1.8637 2.6209  0.19
H10 -3.5745 -0.7912 0.6403  0.21
H11 -4.6822 -2.1389 0.3746  0.20
H12 -2.9037 -3.6563 -0.2970  0.20
H13 -2.8256 -2.1834 -1.2208  0.21
H14 -0.9724 -1.3673 0.4257  0.23
H15 -0.9228 -3.0691 0.9840  0.20
H16 0.4536 -3.5278 -0.7065  0.18
H17 -0.9361 -3.2637 -1.8091  0.19
H18 3.5574 -1.3826 -2.2198  0.23
H19 2.9622 -1.3925 -0.5226  0.25
H20 3.2784 0.8019 -2.2486  0.17
H21 1.5220 0.5294 -2.2269  0.18
H22 2.0060 2.9666 -0.0096  0.21
H23 0.7292 2.0543 -0.9323  0.20
Cl1 2.8699 3.4293 -3.0823  0.02
C14 2.7826 5.1431 -2.9016  -0.08
C15 3.5143 5.9363 -3.7745  -0.20
C16 3.4661 7.3156 -3.6677  -0.20
C17 2.6830 7.9070 -2.6861  -0.20
C18 1.9552 7.1161 -1.8133  -0.22
C19 2.0045 5.7325 -1.9177  -0.05
Cl2 1.0761 4.7947 -0.7925  0.03
H24 4.1233 5.4757 -4.5406  0.23
H25 4.0386 7.9297 -4.3503  0.22
H26 2.6397 8.9847 -2.6007  0.22
H27 1.3467 7.5778 -1.0478  0.23

[4]
This record from OMol25 describes one molecule with the formula C4H7NS at a distorted geometry. The level of theory is wB97M-V/def2-TZVPD.

Summary:
DFT total energy   -16583.192 eV
ΔE to the lowest compared entry with this formula, charge and spin   86.2 kcal per mole
Total charge   0
Kohn-Sham gap   8.52 eV
SMILES   C[C@@H]1N[C@H]1C=S
M   101.17 u

Last column: natural (NBO) charge in e.
Atoms and positions in Å:
C1 1.6607 0.1678 0.9373  -0.60
C2 0.1672 0.1989 0.4134  -0.05
N1 -0.5360 -0.9920 0.7819  -0.52
C3 -0.3112 -0.5971 -0.6539  -0.22
C4 -1.4831 0.1439 -1.2581  -0.31
S1 -2.0718 -0.1298 -2.6964  0.12
H1 2.0228 0.9160 0.2518  0.21
H2 1.7806 0.5451 2.0125  0.21
H3 2.1561 -0.7518 0.9440  0.22
H4 -0.2657 1.2323 0.3936  0.19
H5 -1.6192 -0.7091 0.8995  0.34
H6 0.0381 -1.2541 -1.4652  0.24
H7 -1.5386 1.2300 -0.5605  0.17

[5]
This record from OMol25 describes a 2-piece molecular cluster, C24H39BrClNO8S2 overall at a distorted geometry. The level of theory is wB97M-V/def2-TZVPD.

Summary:
DFT total energy   -147618.782 eV
ΔE to the lowest compared entry with this formula, charge and spin   88.8 kcal per mole
Total charge   0
Kohn-Sham gap   3.47 eV
M   649.07 u

Last column: Löwdin charge in e.
Atoms and positions in Å:
C1 -2.3668 3.8703 5.4798  -0.12
C2 -3.6043 3.8671 4.4786  -0.25
C3 -3.1339 4.0564 2.9699  -0.21
C4 -2.9740 2.6555 2.2253  -0.20
C5 -4.2168 2.3174 1.2936  -0.18
C6 -3.6517 1.6689 -0.0564  -0.23
C7 -4.4081 0.3038 -0.3759  -0.18
C8 -3.5797 -0.6060 -1.4043  -0.15
C9 -2.1511 -0.9539 -0.8978  -0.11
C10 -2.1455 -1.5325 0.4597  0.09
C11 -0.8911 -1.9212 1.1133  0.00
C12 -0.9147 -2.4811 2.5562  -0.39
O1 -1.9839 -2.7337 3.0439  0.15
O2 0.3052 -2.6136 3.2141  -0.01
C13 0.1810 -2.3857 4.6097  -0.23
S1 0.0840 -0.5734 5.0244  0.74
O3 1.3541 0.0878 4.6930  -0.36
O4 -1.0390 0.0476 4.3155  -0.37
C14 0.3377 -1.7380 0.3069  0.11
C15 0.2613 -1.1600 -1.0512  -0.06
C16 1.6389 -1.0349 -1.7831  -0.09
C17 2.6598 -2.2180 -1.3974  -0.18
C18 3.8098 -1.7109 -0.4262  -0.19
C19 4.7074 -0.6734 -1.2467  -0.25
S2 4.6389 1.0285 -0.5776  0.39
O5 3.7721 1.7922 -1.4977  -0.41
O6 4.0832 1.1152 0.7743  -0.37
Cl1 6.5129 1.9394 -0.6697  0.35
N1 -0.9572 -0.7592 -1.6184  0.01
C20 -0.9899 -0.1330 -2.9720  -0.58
Br1 -1.6807 1.7401 -2.9105  0.79
C21 -1.7894 -1.0291 -4.0363  -0.24
C22 -0.9206 -1.1322 -5.3736  -0.09
H1 -2.6501 3.2102 6.3516  0.07
H2 -1.4761 3.4202 4.9694  0.07
H3 -2.1342 4.9013 5.8584  0.07
H4 -4.1797 2.9096 4.6190  0.10
H5 -4.2551 4.7459 4.7401  0.10
H6 -3.9173 4.6614 2.4301  0.10
H7 -2.1591 4.6087 2.9258  0.11
H8 -2.0032 2.7113 1.6507  0.11
H9 -2.9139 1.8515 3.0075  0.10
H10 -4.9027 1.5669 1.7798  0.11
H11 -4.7578 3.2680 1.0346  0.10
H12 -3.9119 2.3763 -0.9006  0.09
H13 -2.5371 1.5647 -0.0695  0.07
H14 -5.3571 0.5977 -0.9076  0.12
H15 -4.6786 -0.2719 0.5492  0.10
H16 -3.6493 -0.1605 -2.4209  0.07
H17 -4.1527 -1.5845 -1.4478  0.14
H18 -3.0911 -1.6639 1.0477  0.14
H19 1.1350 -2.7437 5.1001  0.14
H20 -0.6537 -2.9391 5.1137  0.13
H21 -0.0634 -0.4685 6.4098  0.10
H22 1.2960 -2.0306 0.7942  0.13
H23 1.5697 -1.0622 -2.8986  0.11
H24 2.1042 -0.0772 -1.3948  0.12
H25 2.1429 -3.1437 -1.0348  0.11
H26 3.1966 -2.5159 -2.3508  0.12
H27 4.4845 -2.6023 -0.2609  0.13
H28 3.4325 -1.2924 0.5418  0.10
H29 4.2680 -0.6448 -2.2870  0.10
H30 5.7587 -1.0583 -1.3988  0.11
H31 0.0243 -0.0093 -3.4161  0.08
H32 -2.7343 -0.4764 -4.3003  0.09
H33 -1.9737 -2.0694 -3.6661  0.12
H34 0.0991 -1.5199 -5.1147  0.08
H35 -0.8051 -0.1263 -5.8605  0.09
H36 -1.4425 -1.8257 -6.0905  0.09
C23 7.4222 -1.0396 -4.6274  -0.05
C24 6.7521 -2.3756 -4.2880  -0.79
O7 7.3555 -3.3962 -4.6646  -0.07
O8 5.6583 -2.2792 -3.6609  -0.13
H37 8.3584 -1.1916 -5.1660  0.06
H38 6.7565 -0.4384 -5.2519  0.06
H39 7.6372 -0.4871 -3.7081  0.05

[6]
This record from OMol25 describes one molecule with the formula C20H17NO3 at a distorted geometry. The level of theory is wB97M-V/def2-TZVPD.

Summary:
DFT total energy   -28645.948 eV
ΔE to the lowest compared entry with this formula, charge and spin   82.5 kcal per mole
Total charge   0
Kohn-Sham gap   8.56 eV
SMILES   CCOC(=O)[C@@H](C#N)[C@H]1C=C(c2ccccc2)Oc2ccccc21
M   319.36 u

Last column: natural (NBO) charge in e.
Atoms and positions in Å:
C1 -4.2068 -1.6885 -2.8581  -0.63
C2 -2.8292 -1.3614 -3.3666  -0.07
O1 -1.8848 -1.6517 -2.2510  -0.52
C3 -0.5912 -1.2333 -2.5015  0.80
O2 -0.2395 -0.7417 -3.5939  -0.57
C4 0.4236 -1.5200 -1.4333  -0.46
C5 1.6373 -1.3223 -2.1506  0.30
N1 2.7055 -1.3558 -2.6713  -0.31
C6 0.8776 -1.3296 0.0777  -0.19
C7 1.7584 -0.1577 0.2313  -0.30
C8 1.3368 0.9268 0.9959  0.31
C9 2.0534 2.1926 1.1235  -0.02
C10 3.2494 2.4452 0.3851  -0.19
C11 3.8195 3.6979 0.4465  -0.22
C12 3.2694 4.7191 1.2102  -0.20
C13 2.1032 4.4608 1.9485  -0.21
C14 1.5164 3.2167 1.9182  -0.21
O3 0.2097 0.8574 1.7536  -0.48
C15 -0.5440 -0.3200 1.7950  0.31
C16 -1.5543 -0.3432 2.7490  -0.24
C17 -2.2478 -1.4885 2.9297  -0.20
C18 -1.9043 -2.6730 2.2872  -0.22
C19 -0.8323 -2.6826 1.3617  -0.17
C20 -0.2081 -1.4528 1.0627  -0.10
H1 -4.9389 -1.3955 -3.6056  0.22
H2 -4.3128 -2.7564 -2.6684  0.21
H3 -4.4046 -1.1396 -1.9396  0.22
H4 -2.5612 -1.9467 -4.2797  0.20
H5 -2.7142 -0.2869 -3.5891  0.20
H6 0.1829 -2.6623 -1.2606  0.27
H7 1.4877 -2.2737 -0.0495  0.23
H8 2.7219 -0.1439 -0.2777  0.24
H9 3.6545 1.6319 -0.2168  0.22
H10 4.7347 3.8750 -0.1319  0.22
H11 3.7287 5.7020 1.2427  0.22
H12 1.6577 5.2442 2.5537  0.21
H13 0.6051 3.0325 2.5086  0.23
H14 -1.7449 0.6015 3.2745  0.23
H15 -3.1164 -1.4758 3.5942  0.22
H16 -2.4307 -3.5775 2.4534  0.22
H17 -0.4675 -3.6230 0.9424  0.22

> Which of these has the lowest total charge?

C39H29BrF4N12O3SiSr